Entry from OMol25: a cluster of 18 separate species, C52H138N18O18 in total at a distorted geometry (ωB97M-V with the def2-TZVPD basis set).

The value obtained for the max |F| is 3.7 eV Å⁻¹. The HOMO energy is -0.31614 Eh.

```
226
Properties=species:S:1:pos:R:3:mulliken_charge:R:1
O -1.7034 -0.8878 -7.9142 -0.83
C -1.5521 0.1831 -7.3157 0.80
N -1.9185 0.3106 -6.0494 0.02
C -0.9740 1.3869 -7.9684 -1.02
H -1.6685 1.1696 -5.5381 0.06
H -2.0707 -0.5097 -5.5237 0.13
H -0.2429 1.1498 -8.6874 0.35
H -0.5874 2.0693 -7.1614 0.10
H -1.7022 2.0346 -8.4896 0.33
O 0.6488 -4.8651 -0.8509 -0.50
C 0.4587 -4.8670 -2.0390 0.79
N 1.3862 -4.3766 -2.8728 0.07
C -0.7673 -5.3635 -2.8327 -0.98
H 2.2475 -4.0492 -2.5028 -0.08
H 1.2940 -4.5670 -3.8585 0.04
H -1.3839 -4.4954 -2.8776 0.22
H -1.2373 -6.2152 -2.3194 0.10
H -0.5319 -5.5704 -3.9172 0.32
O 1.4174 -4.2154 -5.7909 -0.94
C 0.6893 -3.1971 -6.0896 0.18
N -0.5310 -3.3054 -6.6046 -0.05
C 1.1970 -1.8152 -5.8751 1.12
H -0.9196 -4.1861 -6.9533 0.31
H -1.0722 -2.4194 -6.7889 -0.03
H 1.8339 -1.4820 -6.6999 0.53
H 1.8122 -1.6382 -4.9578 -0.77
H 0.2830 -1.1507 -5.7958 -0.53
O 3.8262 0.4382 4.2554 -0.55
C 3.3461 0.4346 5.3437 0.69
N 2.0835 0.7649 5.5539 0.38
C 4.0436 -0.1721 6.5722 -1.47
H 1.5040 1.1180 4.7944 -0.44
H 1.6254 0.5885 6.4213 0.24
H 3.4208 -0.9950 6.9430 0.28
H 4.2301 0.4720 7.4145 0.40
H 5.0251 -0.5835 6.3702 0.37
O -3.3161 -2.4069 -5.0190 -0.42
C -4.1108 -2.8284 -5.8217 0.47
N -4.0246 -2.6182 -7.1826 -0.21
C -5.2298 -3.7701 -5.2834 -1.14
H -3.2142 -2.1163 -7.4700 0.29
H -4.7263 -2.9030 -7.8544 0.20
H -4.8479 -4.7295 -5.0132 0.26
H -6.0726 -3.9155 -6.0171 0.35
H -5.7571 -3.2641 -4.5131 0.32
O -0.3154 -4.6575 6.3967 -0.71
C 0.2595 -3.8355 5.6884 0.48
N -0.3300 -2.6997 5.2467 -0.03
C 1.8121 -3.8586 5.3188 -0.40
H -1.3667 -2.7170 5.3090 0.26
H 0.1143 -2.1641 4.5488 0.05
H 2.1549 -3.1265 6.0562 0.11
H 1.9845 -3.4537 4.2842 -0.26
H 2.3069 -4.8203 5.4195 0.42
O 4.6097 -3.4679 -3.8534 -0.51
C 5.0205 -4.4258 -4.5499 0.71
N 4.3028 -4.7887 -5.6496 -0.26
C 6.1574 -5.3058 -4.2184 -1.30
H 3.4284 -4.3018 -5.7633 0.14
H 4.4086 -5.5432 -6.3234 0.20
H 6.3629 -5.1250 -3.1276 0.26
H 7.0719 -5.0530 -4.7745 0.30
H 5.9968 -6.3260 -4.3837 0.42
O 1.3943 1.4565 -5.0335 -0.19
C 2.5443 1.4704 -5.4108 0.32
N 3.0364 2.3934 -6.2920 -0.32
C 3.5539 0.3929 -4.9853 -0.66
H 2.4415 3.1768 -6.3855 0.40
H 4.0533 2.5037 -6.2676 0.24
H 3.8454 -0.2861 -5.7669 0.46
H 3.1856 -0.1281 -4.0496 -0.57
H 4.5167 0.8629 -4.6719 0.63
O 1.3729 4.7189 -6.0979 -0.74
C 0.7367 5.1291 -5.1256 0.34
N 0.2870 6.4337 -5.1260 -0.39
C 0.4762 4.2971 -3.8820 -0.36
H 0.3423 6.9117 -6.0181 0.27
H -0.2913 6.7941 -4.4642 0.16
H 0.8326 3.2628 -4.0290 -0.15
H -0.6024 4.1807 -3.6697 0.33
H 0.9264 4.7012 -3.0055 0.44
O -1.5670 2.2271 7.5374 -0.67
C -0.7435 2.5069 6.6742 0.74
N -0.7920 2.0125 5.4172 0.69
C 0.4463 3.4438 7.0139 -1.09
H -0.1277 2.4436 4.7765 -0.46
H -1.5416 1.4054 5.1365 -0.06
H 0.3198 4.4356 6.6390 0.22
H 1.4105 3.0230 6.7716 0.23
H 0.3106 3.5823 8.0794 0.40
C -1.9818 3.0814 -1.2409 0.83
C -2.9829 2.1659 -1.9098 0.50
C -4.2380 2.0458 -1.0700 0.06
O -5.1903 1.2419 -1.6674 -0.35
C -6.3880 1.1147 -0.9679 -0.77
N -3.2639 2.5637 -3.2751 -0.62
H -1.1171 3.0568 -1.9015 -0.18
H -1.6086 2.6753 -0.2810 -0.59
H -2.4401 4.0253 -1.1117 -0.08
H -2.5813 1.1691 -2.0405 -0.33
H -4.7178 3.0410 -0.9218 0.38
H -3.9230 1.6646 -0.0708 -0.32
H -7.1816 1.8325 -1.3188 0.27
H -6.3152 1.2480 0.1408 0.27
H -6.7473 0.1024 -1.1420 0.29
H -3.8225 3.4288 -3.2762 0.33
H -3.9465 1.8899 -3.6749 0.34
C 0.3823 5.4769 3.9081 -1.82
C 0.7771 4.4277 2.8745 2.85
C 1.5221 5.0623 1.6848 -0.66
O 0.7927 6.1345 1.1341 -0.57
C -0.3032 5.7030 0.2947 0.37
N 1.5563 3.3501 3.4549 0.47
H -0.3546 5.0591 4.5655 0.28
H -0.1090 6.3620 3.4952 0.38
H 1.2028 5.8165 4.5151 0.50
H -0.1787 4.0680 2.4840 -1.55
H 1.7587 4.2590 0.9185 -0.22
H 2.5297 5.4247 1.9246 0.45
H -1.0519 5.1386 0.8453 -0.21
H 0.0871 5.1484 -0.5892 -0.26
H -0.7175 6.6277 -0.0638 0.38
H 2.1787 3.7339 4.0913 0.32
H 1.9706 2.7113 2.8037 -1.16
C 3.1937 -4.0311 2.1259 -1.64
C 4.0010 -2.9402 1.4857 0.32
C 3.6447 -2.7556 -0.0208 -0.35
O 3.8990 -1.4268 -0.4827 -0.31
C 3.8163 -1.2464 -1.8953 -0.21
N 3.5403 -1.6745 2.0937 0.17
H 3.3204 -4.9576 1.6631 0.68
H 2.1159 -3.8032 2.1323 -0.01
H 3.5061 -4.2029 3.1503 0.49
H 5.0993 -3.1561 1.5888 0.44
H 2.6093 -3.0233 -0.2162 -0.38
H 4.2958 -3.4089 -0.5946 0.65
H 4.1391 -0.2289 -2.1631 0.45
H 2.8535 -1.4793 -2.3812 -0.37
H 4.5797 -1.9881 -2.3381 0.39
H 3.8688 -0.8193 1.6082 -0.66
H 3.6965 -1.5882 3.1131 0.00
C -3.7791 -0.6039 2.3840 -1.94
C -3.0270 -0.8635 3.7016 2.35
C -3.6816 -0.2389 4.9447 -1.39
O -3.8662 1.1413 4.8351 -0.06
C -4.4393 1.6534 6.0347 -0.87
N -3.0042 -2.3007 4.0247 -0.43
H -3.2960 -1.1037 1.5725 0.58
H -3.7379 0.4058 2.1336 0.12
H -4.8361 -0.9234 2.4724 0.50
H -1.9517 -0.5211 3.6277 -1.14
H -3.1579 -0.6313 5.8072 0.54
H -4.6960 -0.7609 5.0755 0.50
H -4.2553 0.9559 6.9064 0.37
H -5.5132 1.8481 5.8406 0.24
H -4.0576 2.6347 6.2387 0.24
H -4.0273 -2.5319 3.9239 0.33
H -2.4240 -2.8550 3.3402 -0.04
C 0.5095 0.8034 1.2857 0.63
C -0.3204 -0.4590 1.1048 1.64
C -0.1092 -1.1449 -0.1928 -0.17
O -0.3248 -0.2524 -1.2895 0.51
C -0.2560 -0.8861 -2.5290 -1.13
N 0.0341 -1.3765 2.2128 1.25
H 0.2162 1.6776 0.6320 0.05
H 1.6128 0.6451 1.1181 -0.85
H 0.4903 1.1196 2.3100 -0.18
H -1.3839 -0.2521 1.2383 -0.94
H -0.7850 -2.0199 -0.3561 0.76
H 0.9461 -1.5327 -0.3091 -0.73
H -1.1315 -1.5360 -2.6240 0.42
H 0.5646 -1.4827 -2.7167 0.17
H -0.2599 -0.1400 -3.3066 -0.05
H 1.0212 -1.7134 2.1005 -0.89
H -0.5670 -2.2062 2.0919 -0.19
C -4.1085 6.3615 -0.1898 -0.81
C -4.8960 6.1218 1.0745 0.47
C -4.1037 5.3700 2.1193 -0.89
O -3.4049 4.2957 1.5988 0.50
C -2.8457 3.3618 2.5674 -0.68
N -5.4040 7.3978 1.6222 -0.74
H -3.2180 6.9044 0.1013 0.16
H -4.6687 7.0194 -0.8430 0.43
H -3.8283 5.4078 -0.6919 -0.12
H -5.7711 5.4178 0.8423 0.20
H -4.7967 5.0234 2.9244 0.25
H -3.4850 6.1124 2.5842 0.31
H -2.0811 3.8307 3.2092 0.06
H -2.3058 2.5335 2.1084 -0.22
H -3.5860 3.0325 3.3267 0.51
H -4.6115 8.0367 1.8254 0.29
H -5.8658 7.1974 2.5023 0.30
C 6.1245 2.3727 2.3910 -1.75
C 5.3824 1.2166 1.6712 0.72
C 4.2891 1.6682 0.7579 2.64
O 4.8315 2.4186 -0.2992 -0.59
C 3.8545 3.2089 -1.0215 -0.49
N 6.4135 0.4992 0.8506 -0.88
H 6.3741 3.2438 1.8437 0.29
H 7.0126 1.8806 2.8718 0.45
H 5.5324 2.6221 3.2882 0.28
H 5.0353 0.4649 2.3957 0.10
H 3.5426 2.2372 1.3326 -1.07
H 3.7705 0.8735 0.2418 -0.57
H 3.3998 3.9742 -0.3900 0.27
H 3.0021 2.5328 -1.3419 0.07
H 4.3758 3.5594 -1.8968 0.43
H 5.9656 -0.2364 0.2586 0.25
H 6.7189 1.1937 0.1888 0.40
C -1.7736 -5.7981 4.0427 -1.80
C -0.9508 -5.6637 2.8243 1.68
C -0.7604 -6.9459 2.0682 -0.66
O -2.0657 -7.3527 1.7378 -0.32
C -2.2476 -8.0321 0.4563 -0.16
N -1.5186 -4.6631 1.8476 -0.19
H -1.8140 -4.8626 4.5681 0.40
H -1.3026 -6.4173 4.8559 0.30
H -2.7643 -6.1795 3.8399 0.35
H 0.0700 -5.3361 3.1500 -0.49
H -0.2509 -7.7554 2.7727 0.34
H -0.0767 -6.7995 1.1745 0.33
H -1.8091 -7.3796 -0.3341 -0.22
H -3.3399 -8.1483 0.4444 0.26
H -1.6854 -8.9578 0.4160 0.29
H -2.3617 -5.1281 1.5147 0.34
H -0.8326 -4.7273 1.0736 -0.27
```

Entry from OMol25: the molecule C3H4N2OS at a distorted geometry (ωB97M-V with the def2-TZVPD basis set).

The value obtained for the max |F| is 3.5 eV Å⁻¹. The HOMO energy is -0.32520 Eh. For the energy above the lowest of the compared OMol25 structures with the same formula, charge and spin, the calculation gives 7.813 eV.

```
11
Properties=species:S:1:pos:R:3:mulliken_charge:R:1
C -1.7328 1.7924 0.0239 -0.50
C 1.0329 -0.6812 -0.1606 0.26
C 2.4869 -0.5801 -0.0757 -0.72
N -0.0903 -0.5694 0.1164 0.79
N -1.2899 -0.8335 0.1866 -0.95
O -3.7611 -0.3215 0.0462 -0.55
S -2.4401 0.3736 -0.0785 0.63
H -2.6050 2.4873 0.1117 0.28
H 2.9510 -0.1773 0.9399 0.24
H 2.6487 0.1690 -0.9162 0.25
H 2.7997 -1.6595 -0.1937 0.26
```

Entry from OMol25: a structure of composition C15H31BrP2Pt at a distorted geometry (ωB97M-V with the def2-TZVPD basis set).

The value obtained for the max |F| is 5.7 eV Å⁻¹. The charge is +2. The multiplicity is 5. The HOMO energy (spin up / spin down) is -0.40354 / -0.57051 Eh. As for the expectation value of S²: 6.01. For the energy above the lowest of the compared OMol25 structures with the same formula, charge and spin, the calculation gives 0.000 eV.

```
50
Properties=species:S:1:pos:R:3:lowdin_spin:R:1
P 0.1425 -2.7040 1.5830 0.66
P -0.0749 3.4861 1.9590 0.00
C 1.1362 0.9806 0.5983 0.38
C 0.8931 2.4955 0.7737 0.06
H 2.0583 0.8955 -0.0495 0.02
H 1.3856 0.4958 1.5885 0.04
H 1.8712 2.9612 0.8906 0.01
H 0.4943 2.8880 -0.1681 0.00
C -1.5639 4.0583 1.1326 0.00
H -2.1563 4.6899 1.8153 0.00
H -2.1806 3.2167 0.7830 0.00
H -1.2606 4.6593 0.2573 0.00
C 0.9763 4.8372 2.4287 0.00
H 0.8500 5.6325 1.6742 0.00
H 2.0233 4.5080 2.4040 0.00
H 0.7192 5.2286 3.4175 0.00
C -0.7872 -4.1304 0.8964 0.08
H -0.7976 -4.9879 1.5762 0.02
H -0.3443 -4.4296 -0.0599 0.00
H -1.8158 -3.7956 0.7359 0.00
C 1.8364 -3.4063 1.3858 0.09
H 2.5432 -2.5725 1.4426 0.00
H 1.9327 -3.9050 0.4130 0.00
H 2.0708 -4.1161 2.1879 0.02
Pt -0.1992 -0.2529 -0.3918 0.99
C 0.1094 1.0864 -1.9533 0.30
C -1.2936 1.0238 -1.5887 0.26
C -2.2556 0.2650 -2.4762 0.06
C -1.7547 -1.1692 -2.7448 0.06
C -0.8997 -1.7589 -1.6438 0.34
C 0.5206 -1.7306 -1.5845 0.21
C 1.3839 -1.0753 -2.6265 0.04
C 0.8789 0.3479 -3.0307 0.04
C -0.1230 -2.8128 3.3780 0.10
H 0.5807 2.0547 -1.7298 0.01
H -1.6773 1.9184 -1.0646 0.03
H -2.4346 0.8316 -3.4074 0.01
H -3.2283 0.2444 -1.9661 0.00
H -2.6606 -1.7848 -2.8514 0.01
H -1.2194 -1.1881 -3.7035 0.01
H -1.3658 -2.5941 -1.1201 0.04
H 1.0058 -2.5101 -0.9716 0.03
H 1.5195 -1.6980 -3.5173 0.01
H 2.3898 -0.9963 -2.2033 0.00
H 1.7962 0.9388 -3.1629 0.00
H 0.3230 0.3425 -3.9780 0.01
H 0.5295 -2.0849 3.8639 0.00
H 0.1280 -3.8178 3.7100 0.02
H -1.1679 -2.6058 3.6474 0.00
Br -0.8372 2.0401 3.4509 0.02
```

Entry from OMol25: a cluster of 2 separate species, C3H10S2 in total (ωB97M-V with the def2-TZVPD basis set).

The value obtained for the max |F| is 0.9 eV Å⁻¹. The SMILES is CSC.CS. The HOMO energy is -0.31167 Eh. For the energy above the lowest of the compared OMol25 structures with the same formula, charge and spin, the calculation gives 0.591 eV.

```
15
Properties=species:S:1:pos:R:3:mulliken_charge:R:1
C 1.4016 -0.7280 -1.2836 -0.83
S 1.6208 0.1934 0.2654 0.00
C 3.3077 0.7578 0.1202 -0.93
H 1.1399 -1.7641 -1.0761 0.28
H 0.5658 -0.2908 -1.8226 0.27
H 2.2740 -0.6584 -1.9075 0.31
H 3.4212 1.6131 0.7658 0.31
H 3.6516 1.0614 -0.8627 0.30
H 4.0252 0.0230 0.4777 0.30
C -2.3333 -1.1711 -0.0395 -0.34
S -2.7738 0.5222 0.4361 -0.20
H -1.3337 -1.0547 -0.4538 -0.19
H -2.9848 -1.6177 -0.7817 0.34
H -2.2915 -1.8428 0.8154 0.28
H -4.1015 0.4608 0.2729 0.10
```

Number 1: calculated total energy -4404.06016 Eh. Number 2: calculated total energy -699.38502 Eh. Number 3: calculated total energy -3965.33973 Eh. Number 4: calculated total energy -916.64222 Eh.